This record from the OMol25 dataset describes a structure of composition C51H44N3O4P2STl at a distorted geometry. The level of theory is wB97M-V/def2-TZVPD.

XYZ file:
```
106
Properties=species:S:1:pos:R:3:forces:R:3
Tl -0.4244 -0.9824 -0.8644 -0.33 -0.23 -0.26
O -0.5280 -1.9627 -5.5238 0.03 0.19 -0.01
C -0.5131 -1.4424 -4.3833 -0.11 -0.31 0.14
N -0.4712 -2.0311 -3.2090 0.03 0.11 0.29
C -0.3348 -3.4675 -3.2215 0.22 0.14 -0.12
C -1.1454 -4.1746 -2.1664 -0.14 -0.10 0.03
C -1.3291 -5.5587 -2.2353 0.04 -0.14 0.00
C -2.0447 -6.2059 -1.2476 -0.04 0.14 0.00
C -2.5725 -5.4570 -0.2021 0.03 -0.03 0.04
C -2.3302 -4.0962 -0.1957 -0.11 -0.06 0.06
N -1.6453 -3.4768 -1.1519 0.09 0.19 -0.07
C -0.5743 0.0772 -4.3130 0.09 0.20 -0.24
C -0.8739 0.7903 -5.4752 -0.04 -0.07 -0.09
C -0.9039 2.1712 -5.4421 0.00 -0.02 0.14
C -0.6309 2.8155 -4.2419 0.02 0.00 -0.04
C -0.3304 2.0312 -3.1414 -0.02 0.17 0.06
N -0.2982 0.7053 -3.1718 -0.02 -0.17 0.10
H -0.5629 -3.8813 -4.2119 -0.02 -0.04 0.11
H 0.7128 -3.7090 -2.9895 0.01 -0.11 -0.09
H -0.8945 -6.1187 -3.0536 0.00 0.05 -0.06
H -2.1996 -7.2783 -1.2850 0.04 0.01 -0.03
H -3.1423 -5.9170 0.5940 0.00 0.01 0.02
H -2.7057 -3.4647 0.6048 0.03 -0.01 0.01
H -1.0760 0.2265 -6.3750 0.04 -0.04 0.02
H -1.1370 2.7455 -6.3316 -0.02 -0.03 -0.01
H -0.6533 3.8941 -4.1575 0.02 0.00 0.02
H -0.0905 2.4904 -2.1854 -0.07 0.00 0.01
O 2.4181 -3.1584 -1.2689 -0.01 0.02 0.18
S 2.6404 -3.5197 0.1350 0.00 0.04 -0.37
O 3.0167 -4.9051 0.3317 0.20 -0.05 0.15
O 1.6009 -3.0388 1.0311 -0.11 0.14 0.10
C 4.0814 -2.5231 0.5560 -0.28 0.89 -0.60
C 5.1695 -3.0680 1.2167 -0.13 -0.23 0.03
C 6.2844 -2.2955 1.4919 0.09 0.03 0.01
C 6.3109 -0.9687 1.1025 0.24 0.14 0.04
C 5.2350 -0.4122 0.4350 -0.30 -0.20 -0.18
C 4.0965 -1.1659 0.1361 0.22 -0.69 0.42
P 2.6663 -0.3410 -0.7425 1.07 0.14 0.38
C 3.4413 -0.0678 -2.3746 -0.14 -0.03 -0.14
C 3.0353 1.0190 -3.1485 0.02 -0.06 0.01
C 3.4981 1.1819 -4.4434 -0.02 0.05 -0.09
C 4.3519 0.2414 -5.0007 0.00 0.00 0.01
C 4.7329 -0.8624 -4.2521 0.05 -0.02 -0.05
C 4.2816 -1.0187 -2.9506 0.00 0.00 0.11
C 2.9296 1.2920 0.1170 -0.45 -0.05 -0.11
C 2.3556 1.3292 1.3908 -0.03 -0.02 -0.07
C 2.4076 2.4688 2.1745 0.07 0.05 0.06
C 3.0557 3.6009 1.6965 0.03 0.01 0.02
C 3.6491 3.5728 0.4440 0.07 0.04 -0.05
C 3.5830 2.4309 -0.3449 -0.06 -0.11 -0.02
H 5.1346 -4.1120 1.5019 -0.08 -0.01 -0.05
H 7.1425 -2.7270 1.9934 -0.04 -0.04 0.05
H 7.1793 -0.3560 1.3168 0.01 0.00 -0.02
H 5.2723 0.6239 0.1252 0.10 -0.03 0.07
H 2.3336 1.7307 -2.7377 -0.03 0.07 -0.02
H 3.1690 2.0325 -5.0279 -0.02 0.01 0.00
H 4.6957 0.3551 -6.0216 0.01 0.00 0.00
H 5.3737 -1.6173 -4.6923 -0.01 -0.01 0.03
H 4.5508 -1.8987 -2.3818 0.02 -0.03 0.00
H 1.8819 0.4313 1.7721 -0.11 0.03 0.02
H 1.9475 2.4794 3.1552 -0.05 -0.02 -0.02
H 3.1096 4.4963 2.3037 -0.05 0.01 0.00
H 4.1801 4.4425 0.0734 -0.04 0.02 0.01
H 4.0615 2.4198 -1.3161 -0.01 0.04 -0.01
C -1.2434 3.9023 1.0168 -0.09 0.03 0.05
C -1.2002 3.5623 2.4782 0.00 -0.17 0.02
C -0.8051 4.5068 3.4154 0.04 0.07 0.02
C -0.7490 4.2043 4.7694 -0.02 -0.02 0.03
C -1.0765 2.9270 5.1928 0.01 0.04 0.12
C -1.4783 1.9720 4.2690 0.01 0.02 -0.12
C -1.5653 2.2698 2.9101 0.08 0.14 0.03
P -2.0939 1.0604 1.6200 -0.34 -0.17 0.52
C -2.0630 -0.4724 2.6713 0.15 0.05 -0.31
C -0.8025 -1.0707 2.6858 -0.09 -0.09 0.13
C -0.5485 -2.2471 3.3725 0.05 -0.01 -0.05
C -1.5825 -2.8434 4.0726 0.04 -0.03 0.09
C -2.8405 -2.2599 4.0736 -0.04 -0.04 0.02
C -3.1101 -1.0874 3.3726 -0.08 0.07 -0.02
C -4.5015 -0.5164 3.3991 0.03 -0.03 -0.01
C -3.7963 1.5724 1.3191 0.41 0.43 -0.32
C -4.3964 2.6248 2.0048 -0.16 -0.18 -0.10
C -5.5237 3.2661 1.5178 -0.06 0.24 0.26
C -5.9826 2.9281 0.2269 -0.01 -0.12 0.04
C -5.4401 1.8863 -0.4668 0.03 0.14 -0.12
C -4.3953 1.0577 0.0927 -0.07 -0.12 0.35
C -4.0159 -0.1344 -0.4561 0.08 -0.14 -0.18
H -0.8949 4.9192 0.8332 0.04 0.00 0.01
H -2.2646 3.8015 0.6423 0.00 0.03 -0.08
H -0.6269 3.1946 0.4576 0.03 0.05 -0.07
H -0.5315 5.5012 3.0786 -0.01 0.01 -0.03
H -0.4583 4.9625 5.4875 0.04 0.00 -0.02
H -1.0331 2.6735 6.2463 0.01 -0.01 -0.01
H -1.7298 0.9756 4.6105 -0.03 0.00 0.01
H 0.0002 -0.5974 2.1370 0.06 -0.05 -0.11
H 0.4286 -2.7022 3.3051 0.07 -0.03 0.01
H -1.4164 -3.7643 4.6193 0.01 -0.03 -0.03
H -3.6425 -2.7315 4.6331 -0.04 0.01 -0.04
H -5.1709 -1.1701 3.9618 0.02 -0.02 0.01
H -4.8824 -0.3974 2.3841 -0.08 0.00 0.04
H -4.5099 0.4733 3.8583 -0.05 0.00 -0.02
H -3.9632 2.9588 2.9427 -0.02 0.03 0.00
H -6.0086 4.0447 2.0954 0.07 0.07 -0.06
H -6.7759 3.5228 -0.2191 -0.02 -0.08 -0.03
H -5.7857 1.6589 -1.4708 -0.04 -0.04 0.02
H -4.4228 -0.4786 -1.3987 0.01 0.01 -0.04
H -3.2760 -0.7686 0.0185 -0.01 -0.03 0.03
```
Positions in Å, forces in eV/Å.

The value obtained for the lowest unoccupied orbital energy is 4.11 eV. The value obtained for the maximum force is 1.14 eV/A. Its net charge is -2. Its frontier orbital gap is 4.740 eV. For the energy relative to the best compared isomer or geometry (same formula, charge and spin), the calculation gives 17.6 kcal per mole.